(1)
This record from the Open Molecules 2025 dataset describes C22H45BiN2OP3Se as an isolated structure. The level of theory is wB97M-V/def2-TZVPD.

Each line ends with the Mulliken charge.
CARTESIAN COORDINATES (ANGSTROEM)
1 Bi 0.15 -0.15 0.75  0.953
2 Se -2.06 -0.23 2.83  -0.259
3 P -0.79 2.01 -0.77  0.431
4 P 2.28 1.05 2.12  0.621
5 P 1.91 -0.65 -1.38  0.559
6 O -2.03 0.38 -6.08  -0.500
7 N -1.92 1.13 5.40  0.204
8 N -0.80 -0.74 5.37  0.190
9 C -2.12 1.45 -1.88  -1.093
10 C -2.24 -0.95 -6.33  0.616
11 C 3.25 0.52 -1.74  -1.209
12 C -1.31 -1.82 -5.75  -0.296
13 C 2.93 2.61 1.45  -1.134
14 C 0.95 -0.82 -2.92  -1.418
15 C 0.48 -2.69 1.37  -0.286
16 C -0.08 -1.90 4.87  -0.775
17 C -0.51 -2.64 0.38  -0.774
18 C -2.69 -3.69 -6.45  -0.595
19 C -0.72 -0.24 6.66  -0.412
20 C -3.58 -2.80 -7.08  -0.472
21 C 1.91 1.45 3.86  -0.987
22 C -2.69 2.29 5.00  -0.742
23 C -1.56 3.27 0.30  -1.073
24 C 2.75 -2.25 -1.21  -1.364
25 C -1.55 -3.20 -5.79  -0.264
26 C -1.55 0.09 4.57  -0.024
27 C -3.35 -1.43 -7.05  -0.631
28 C -1.44 0.92 6.68  -0.480
29 C 0.38 2.94 -1.81  -1.104
30 C 3.70 -0.08 2.21  -1.098
31 H 0.11 -1.51 -2.77  0.398
32 H -2.91 0.96 -1.28  0.393
33 H 2.13 3.37 1.45  0.353
34 H -0.18 -0.74 7.44  0.457
35 H -1.73 0.72 -2.60  0.220
36 H 3.39 -1.04 2.65  0.333
37 H 2.86 1.53 -1.90  0.218
38 H 0.26 -2.50 5.73  0.332
39 H 1.14 2.23 3.90  0.354
40 H -0.75 -2.49 4.24  0.421
41 H 0.79 -1.59 4.28  0.115
42 H 2.83 1.81 4.35  0.518
43 H -2.33 2.81 0.93  0.309
44 H 3.75 0.17 -2.66  0.520
45 H 3.76 2.98 2.08  0.490
46 H 3.43 -2.23 -0.35  0.342
47 H 3.98 0.52 -0.91  0.395
48 H -0.43 -1.40 -5.27  0.426
49 H -2.01 4.08 -0.31  0.469
50 H -2.17 3.20 5.34  0.366
51 H -2.88 -4.76 -6.47  0.367
52 H -2.78 2.30 3.91  0.142
53 H 0.22 -2.79 2.42  0.231
54 H -0.79 3.71 0.96  0.337
55 H -1.56 -2.63 0.64  0.448
56 H 2.02 -3.07 -1.08  0.419
57 H -0.85 -3.87 -5.30  0.366
58 H 3.29 2.48 0.42  0.283
59 H -1.63 1.62 7.48  0.529
60 H 4.11 -0.29 1.21  0.233
61 H -0.11 3.80 -2.27  0.513
62 H -0.28 -2.91 -0.66  0.405
63 H 1.52 -2.90 1.11  0.215
64 H 1.62 -1.22 -3.69  0.568
65 H 1.22 3.31 -1.19  0.266
66 H 0.56 0.16 -3.25  0.449
67 H 1.54 0.55 4.39  0.156
68 H 3.33 -2.41 -2.13  0.488
69 H 4.49 0.35 2.83  0.499
70 H -3.70 2.27 5.45  0.338
71 H 0.80 2.31 -2.61  0.316
72 H -4.03 -0.72 -7.53  0.302
73 H -2.57 2.29 -2.43  0.442
74 H -2.71 0.89 -6.55  0.298
75 H -4.45 -3.19 -7.61  0.373

Summary:
**Net charge**: +3
**ΔE to the lowest compared entry with this formula, charge and spin**: 0.045 eV



(2)
This record from the Open Molecules 2025 dataset describes C22H45BrEuN2O8PS as an isolated structure. The level of theory is wB97M-V/def2-TZVPD.

Each line ends with the Löwdin spin population.
CARTESIAN COORDINATES (ANGSTROEM)
1 Eu 0.39 -3.77 -2.83  5.023
2 Br 2.01 2.98 0.75  0.022
3 S 1.78 -2.67 0.20  -0.003
4 P -2.20 -2.76 -1.80  0.000
5 O 4.76 0.21 1.45  0.620
6 O -0.48 -1.80 0.02  0.001
7 O -1.36 -4.17 -1.52  -0.008
8 O -1.97 2.10 -0.32  0.000
9 O -3.67 -3.29 -1.73  0.000
10 O 2.49 0.27 0.09  0.010
11 O 4.29 1.98 2.39  0.318
12 O -1.72 -2.38 -3.15  -0.003
13 N 3.50 -2.56 -4.28  0.000
14 N -0.47 0.93 2.05  0.000
15 C 1.09 0.09 0.27  0.000
16 C -2.59 0.88 -0.01  0.000
17 C 3.10 -2.48 -2.89  -0.003
18 C 3.97 1.86 -0.97  0.001
19 C -3.14 -1.04 4.47  0.000
20 C 2.31 -1.19 -2.64  0.001
21 C -3.47 -1.61 3.10  0.000
22 C -3.00 0.49 4.48  0.000
23 C -4.34 1.22 4.48  0.000
24 C -2.28 -1.65 2.14  0.000
25 C -2.11 -0.19 -1.02  0.000
26 C 0.65 0.08 1.74  0.000
27 C 4.81 3.12 -0.92  0.000
28 C 3.17 1.52 0.27  -0.001
29 C -1.51 3.57 -2.16  0.000
30 C -2.73 -2.00 0.71  0.000
31 C -2.58 2.91 -1.34  0.000
32 C -1.81 -1.58 -0.45  0.000
33 C 5.83 3.17 -2.05  0.000
34 C 0.78 -1.25 -0.43  0.000
35 C 0.94 -1.29 -1.96  -0.005
36 C 4.09 1.28 1.46  0.028
37 H -4.41 -2.66 -1.71  0.000
38 H -3.92 -1.32 5.18  0.000
39 H -2.41 0.80 3.60  0.000
40 H -3.68 0.96 -0.01  0.000
41 H -2.41 0.80 5.35  0.000
42 H 3.26 1.92 -1.80  0.000
43 H -3.85 -2.63 3.23  0.000
44 H 1.55 0.33 2.31  0.000
45 H 6.34 4.14 -2.08  0.000
46 H 0.25 -0.64 -2.49  0.000
47 H -1.49 -4.45 -0.59  0.001
48 H 4.14 3.98 -0.98  0.000
49 H -3.22 2.26 -1.95  0.000
50 H 4.63 0.99 -1.14  0.001
51 H -0.85 4.16 -1.52  0.000
52 H 0.56 0.89 -0.27  0.000
53 H 2.95 -2.18 -0.20  0.000
54 H -1.23 0.21 -1.52  0.000
55 H 0.64 -2.29 -2.16  -0.002
56 H -1.95 4.25 -2.90  0.000
57 H -2.26 0.63 0.99  0.000
58 H 0.40 -0.95 2.01  0.000
59 H -1.60 -2.44 2.48  0.000
60 H 2.12 -0.76 -3.63  0.000
61 H 5.34 3.04 -3.02  0.000
62 H -2.87 -3.09 0.70  0.000
63 H 2.55 -3.39 -2.69  -0.002
64 H -0.33 1.44 2.91  0.000
65 H -5.07 0.70 5.11  0.000
66 H 5.33 3.19 0.04  0.000
67 H -1.74 -0.71 2.15  0.000
68 H -2.21 -1.50 4.83  0.000
69 H -0.66 1.62 1.33  0.000
70 H -4.78 1.30 3.49  0.000
71 H -2.86 -0.27 -1.82  0.000
72 H 6.59 2.40 -1.95  0.000
73 H -3.73 -1.57 0.52  0.000
74 H 3.93 -2.50 -2.17  0.000
75 H -3.22 3.64 -0.85  0.000
76 H -4.25 2.24 4.85  0.000
77 H -4.28 -1.03 2.64  0.000
78 H 4.35 -3.11 -4.42  0.000
79 H 3.00 -0.54 -2.13  0.000
80 H -0.90 2.84 -2.70  0.000
81 H 3.73 -1.65 -4.66  0.000

Summary:
**Multiplicity**: 7
**E**: -5599.87278 hartree
**Net charge**: +2



no.,F_max (eV/Å)
1,3.449
2,6.341